1.
79
Properties=species:S:1:pos:R:3:mulliken_charge:R:1 method="wB97M-V/def2-TZVPD" s_squared=12.016 charge=+3 multiplicity=7 e_above_lowest_kj_mol=247.3 total_energy_ha=-5510.03740
Eu -0.934 -2.381 -3.445 1.104
P 0.163 2.517 2.386 1.236
P -2.318 0.185 -0.647 0.924
P 2.286 -0.438 -0.834 0.847
H -1.499 -3.853 -5.923 0.292
C -0.714 -4.077 -5.176 -0.717
C -0.970 -4.825 -4.028 -0.845
H -1.969 -5.199 -3.738 0.356
C 0.288 2.967 0.664 -0.485
C -1.289 3.261 3.126 -1.447
C 1.684 2.868 3.254 -1.180
C -3.218 -0.850 -1.897 -1.016
C -3.460 0.005 0.786 -1.134
C -2.923 1.837 -1.209 -1.316
C 3.238 -1.570 -1.934 -1.315
C 3.011 -0.967 0.779 -1.091
C 3.333 1.067 -1.022 -1.206
H 0.333 -3.881 -5.484 0.357
H -0.121 -5.256 -3.476 0.322
H 0.365 4.063 0.614 0.530
H -0.595 2.650 0.095 -0.083
H 1.181 2.533 0.195 -0.054
H -1.043 3.704 4.103 0.417
H -2.096 2.523 3.246 0.379
H -1.639 4.065 2.462 0.520
H 1.915 3.930 3.095 0.493
H 2.511 2.265 2.851 0.304
H 1.594 2.676 4.332 0.318
H -4.295 -0.657 -1.817 0.458
H -3.043 -1.922 -1.682 0.336
H -2.920 -0.578 -2.930 0.051
H -4.339 0.652 0.658 0.436
H -2.929 0.292 1.703 0.105
H -3.782 -1.040 0.879 0.407
H -4.007 1.798 -1.374 0.484
H -2.412 2.132 -2.136 0.307
H -2.706 2.583 -0.435 0.384
H 4.313 -1.371 -1.840 0.406
H 2.924 -1.419 -2.975 0.331
H 3.022 -2.604 -1.642 0.397
H 4.109 -0.984 0.710 0.460
H 2.635 -1.965 1.023 0.285
H 2.699 -0.268 1.570 0.043
H 4.366 0.784 -1.257 0.457
H 3.319 1.652 -0.094 0.279
H 2.924 1.682 -1.834 0.225
C -0.040 0.694 -4.993 0.550
C -1.044 -0.208 -5.406 -1.187
C -0.893 -0.873 -6.633 -0.295
C 0.168 -0.535 -7.489 -0.730
C 1.058 0.477 -7.141 -0.536
C 0.960 1.087 -5.893 -0.711
Se 0.037 1.336 -3.157 -0.049
H 1.249 2.134 -3.404 0.038
H -1.967 -0.367 -4.819 1.005
H -1.618 -1.641 -6.919 0.590
H 0.302 -1.090 -8.423 0.413
H 1.839 0.790 -7.836 0.412
H 1.666 1.858 -5.589 0.423
C 1.479 0.501 5.973 -1.080
N 0.224 0.567 5.209 0.397
C -0.863 1.331 5.820 -0.919
C 0.035 -0.202 4.076 -0.116
S -0.108 0.440 2.434 -0.239
N -0.050 -1.523 4.167 0.233
C -0.095 -2.203 5.472 -0.979
C -0.208 -2.349 2.973 -0.912
H 2.251 0.008 5.370 0.328
H 1.334 -0.051 6.915 0.375
H 1.812 1.519 6.214 0.456
H -1.802 1.134 5.287 0.379
H -0.986 1.033 6.875 0.372
H -0.643 2.408 5.788 0.223
H -0.816 -3.025 5.404 0.470
H 0.894 -2.611 5.733 0.340
H -0.422 -1.494 6.243 0.316
H -1.116 -2.083 2.415 0.419
H 0.665 -2.270 2.311 0.265
H -0.297 -3.381 3.321 0.386

---

2.
31
Properties=species:S:1:pos:R:3:mulliken_charge:R:1 method="wB97M-V/def2-TZVPD" charge=0 multiplicity=1 e_above_lowest_kj_mol=230.0 total_energy_ha=-2983.58152
C -6.514 10.269 -5.742 -0.847
C -7.325 11.616 -5.640 -0.856
C -7.969 11.837 -4.302 -0.650
C -6.897 12.187 -3.289 -0.917
N -7.383 12.911 -1.999 0.388
C -8.324 12.050 -1.122 -0.559
C -7.386 11.093 -0.350 -0.630
C -6.290 12.091 0.065 -0.590
C -6.180 13.124 -1.094 -0.465
C -8.042 14.306 -2.333 -0.994
H -6.313 10.005 -6.780 0.195
H -7.146 9.466 -5.363 0.264
H -5.697 10.304 -5.020 0.274
H -8.138 11.500 -6.356 0.332
H -6.877 12.546 -5.990 0.366
H -8.476 10.968 -3.883 0.315
H -8.783 12.562 -4.283 0.487
H -6.175 12.867 -3.740 0.478
H -6.454 11.252 -2.945 0.421
H -8.847 12.732 -0.452 0.438
H -9.050 11.448 -1.669 0.300
H -7.886 10.525 0.435 0.425
H -6.945 10.318 -0.976 0.290
H -6.665 12.627 0.937 0.322
H -5.302 11.693 0.297 0.355
H -6.080 14.148 -0.734 0.344
H -5.331 12.931 -1.749 0.275
H -8.804 14.218 -3.107 0.310
H -7.275 15.033 -2.601 0.387
H -8.350 14.675 -1.354 0.481
Br -5.107 8.434 -8.893 -0.940

---

3.
19
Properties=species:S:1:pos:R:3:mulliken_charge:R:1 method="wB97M-V/def2-TZVPD" smiles="C/C=C1/C=CCC1.[H][H]" charge=0 multiplicity=1 e_above_lowest_kj_mol=142.2 total_energy_ha=-273.85441
C 1.886 1.841 0.209 -1.159
C 0.950 1.132 -0.723 -0.227
C -0.645 -0.676 -1.373 -0.785
C -1.071 -1.824 -0.838 -0.359
C -0.579 -2.000 0.579 -0.624
C 0.028 -0.620 0.921 -0.523
C 0.188 0.077 -0.421 0.593
H 2.892 1.896 -0.225 0.305
H 1.567 2.873 0.401 0.281
H 1.965 1.331 1.174 0.291
H 0.914 1.507 -1.747 0.339
H -0.828 -0.341 -2.390 0.375
H -2.465 1.289 0.278 -0.097
H -1.657 -2.578 -1.355 0.414
H -1.378 -2.293 1.270 0.297
H 0.180 -2.794 0.623 0.274
H 0.963 -0.692 1.484 0.312
H -0.678 -0.048 1.537 0.201
H -2.234 1.920 0.596 0.090

---

Among the records above, which one has the highest charge? C22H49EuN2P3SSe